Entry 1:
This record from OMol25 describes a cluster of 2 separate species, C4H13N in total. The level of theory is ωB97M-V/def2-TZVPD.

As for the expectation value of S²: 0.754. For the HOMO energy (spin up / spin down), the calculation gives -13.43 / -13.43 eV.

Structure (ORCA input):
```
! wB97M-V def2-TZVPD RIJCOSX def2/J DEFGRID3
* xyz 1 2
C 2.3432 -2.6315 0.8409
C 3.6358 -2.4261 0.1398
H 1.9396 -3.6024 0.7589
H 1.5741 -1.9144 0.4593
H 2.7039 -2.5154 1.9352
H 3.8464 -2.6943 -1.0006
H 3.8607 -1.3474 0.1463
H 4.6501 -2.7370 0.7211
C -3.2350 1.1900 -0.4310
N -1.8997 1.6176 -0.0082
C -1.8209 3.0203 -0.3580
H -4.1215 1.7469 -0.0177
H -3.5563 1.0727 -1.4226
H -3.3235 0.1233 -0.0817
H -1.1641 0.9324 -0.5782
H -2.7352 3.5490 -0.1203
H -1.5874 3.1616 -1.4053
H -1.1103 3.4546 0.4221
*
```

Atom charges from the natural (NBO) analysis, given in e for atoms 1 to 6: -0.6169 -0.6271 0.2107 0.1829 0.2227 0.2122


Entry 2:
This record from OMol25 describes a cluster of 2 separate species, C4H13N2 in total. The level of theory is ωB97M-V/def2-TZVPD.

As for the expectation value of S²: 0.753. For the HOMO energy (spin up / spin down), the calculation gives -4.27 / -8.66 eV.

Structure (ORCA input):
```
! wB97M-V def2-TZVPD RIJCOSX def2/J DEFGRID3
* xyz 0 2
C 2.0765 0.6935 -0.1632
C 2.0467 1.9995 -0.9357
H 1.5884 0.7901 0.8100
H 3.0934 0.3584 0.0344
H 1.5294 -0.1041 -0.6665
H 2.4093 2.8293 -0.3260
H 2.7360 1.9385 -1.7787
H 1.0517 2.2713 -1.2803
C -2.0101 0.1065 -0.8087
N -1.9565 -1.0097 0.1038
C -0.8907 -1.2666 0.9310
N -0.8850 -2.3369 1.8038
H -2.9277 0.6760 -0.6430
H -1.9908 -0.2287 -1.8511
H -1.1583 0.7628 -0.6411
H -2.7776 -1.5802 0.1169
H -0.0665 -0.5761 0.8992
H -1.7206 -2.8574 1.9219
H -0.1475 -2.4661 2.4732
*
```

Atom charges from the natural (NBO) analysis, given in e for atoms 1 to 6: -0.6110 -0.6061 0.1960 0.2050 0.2065 0.2016


Entry 3:
This record from OMol25 describes a structure of composition C4H13N2. The level of theory is ωB97M-V/def2-TZVPD.

For the HOMO energy, the calculation gives -14.30 eV.

Structure (ORCA input):
```
! wB97M-V def2-TZVPD RIJCOSX def2/J DEFGRID3
* xyz 1 1
N 0.6200 -0.7157 1.9564
C 0.7892 -0.7852 -1.1867
C 1.7424 0.4079 -1.1961
C -0.4351 -0.6862 -0.2446
N -1.1297 0.5575 -0.4522
C -1.6614 1.2858 0.7030
H 1.2930 -1.7071 -0.9075
H 0.1546 -0.6165 2.8566
H 1.2935 -1.4803 2.0526
H 0.3830 -1.0636 -2.1950
H 1.3214 1.2579 -1.7233
H 2.7052 0.1934 -1.6259
H 1.9732 0.6475 -0.1607
H -1.0207 -1.6066 -0.3515
H 0.0578 -0.6864 0.8773
H -1.8840 0.4282 -1.1223
H -2.2199 0.6934 1.4454
H -0.8229 1.7823 1.2037
H -2.3009 2.1022 0.3460
*
```

Atom charges from the natural (NBO) analysis, given in e for atoms 1 to 6: -0.6979 -0.4239 -0.6286 0.1803 -0.5836 -0.4348